19
Properties=species:S:1:pos:R:3:forces:R:3 method="wB97M-V/def2-TZVPD" gap_ev=8.9 fmax_ev_per_a=4.7 mol_weight_g_mol=163.2 energy_ev=-23692.309
C -0.268719 -0.101852 0.190086 -3.5 -3.1 0.8
C -0.150286 1.898901 -0.514768 0.7 1.3 0.4
C 1.711055 -1.424736 0.105949 1.2 -0.4 1.1
C -0.231400 -2.619277 0.728329 1.8 1.4 -0.7
N 0.494543 0.815038 -0.295293 2.2 1.4 -0.7
N -1.539114 0.233570 0.354236 2.9 1.5 -0.5
N 0.307098 -1.295680 0.379315 -0.4 -0.6 -0.9
O -1.893968 3.882140 -0.492359 0.2 -0.7 1.3
O 0.574149 2.886296 -0.970734 -1.2 2.6 -0.9
S -1.820539 2.154489 -0.122113 -0.2 0.6 -0.3
H -1.805750 4.023382 -1.416364 0.1 0.2 -1.4
H 2.068961 -0.824446 -0.713112 -0.2 0.1 -0.4
H 2.196881 -0.979065 1.041137 0.3 -1.3 -1.2
H 1.911590 -2.527117 -0.140701 0.2 1.7 0.8
H 0.548573 -2.792575 1.527921 -1.8 -1.4 -0.4
H -1.274231 -2.568100 0.964327 -0.4 -0.2 0.7
H -0.089920 -3.222849 -0.211848 -0.2 0.0 1.3
H -2.264978 -0.353372 0.540447 -2.0 -2.1 0.8
H 1.526054 2.815252 -0.954457 0.2 -1.0 0.2

***

18
Properties=species:S:1:pos:R:3:forces:R:3 method="wB97M-V/def2-TZVPD" gap_ev="5.9 / 5.9" fmax_ev_per_a=4.9 mol_weight_g_mol=147.2 energy_ev=-21641.150
C -0.992648 -0.367665 -0.313962 -2.2 -1.0 3.6
C -2.153045 -0.156590 0.418102 1.6 -0.3 -1.8
C -3.066856 0.894124 0.071375 -2.6 1.8 -1.1
C 3.365794 1.139363 -0.193976 0.7 0.3 0.7
N -0.326511 -1.594292 0.187242 -0.6 -1.0 0.0
N 1.020486 -1.666128 0.262716 1.5 -0.2 -2.0
N 1.903357 -0.768322 -0.098239 -0.7 -4.7 1.4
O -0.330518 0.335847 -1.100839 -0.3 -0.3 -1.1
S 1.606862 0.708799 -0.282799 0.5 4.3 -0.2
H -2.634739 -0.934791 0.916601 0.0 -1.6 1.2
H -3.754892 0.661966 -0.823003 0.8 0.2 1.1
H -2.500145 1.765680 -0.221284 0.0 0.6 -0.1
H -3.766558 1.197787 0.902439 0.8 -0.3 -0.7
H 3.566278 1.452566 0.858984 0.1 -0.3 -0.7
H 3.481348 2.047253 -0.822816 0.3 -0.8 0.2
H 3.988425 0.235557 -0.445684 -0.5 1.3 0.0
H -0.798777 -2.373276 0.724634 0.7 1.8 -0.9
H 1.392140 -2.577874 -0.039486 -0.2 0.3 0.7

***

17
Properties=species:S:1:pos:R:3:forces:R:3 method="wB97M-V/def2-TZVPD" gap_ev=9.1 fmax_ev_per_a=1.9 mol_weight_g_mol=131.2 energy_ev=-19599.187
C -2.209262 -1.220802 -0.760791 -0.5 0.2 0.3
C -0.510788 -0.007446 0.482430 0.1 1.4 0.9
C 0.789928 -0.086049 1.337633 -0.3 -0.6 -0.5
C 2.146797 -0.437961 -0.526622 1.1 -0.5 0.5
H -2.049097 -0.780324 -1.773050 0.0 0.0 0.9
H -3.015426 -0.637174 -0.209764 0.8 -0.9 -1.0
H -2.486042 -2.277296 -0.924390 0.1 0.5 0.4
H -0.429826 -1.983712 0.206404 -0.2 0.2 0.0
H 1.129237 0.943345 1.539471 0.0 -0.4 -0.3
H 0.542942 -0.562369 2.320143 0.2 0.3 -0.8
H 2.843363 -1.031373 -1.163089 -0.4 0.3 0.6
H 0.988248 1.264746 -0.935977 1.2 -0.5 0.5
H 2.332735 1.020654 -1.889193 0.4 0.0 -0.6
N -1.008092 -1.156920 0.082410 -0.2 -0.6 -0.8
N 1.774109 -0.940432 0.596364 -0.9 0.7 -0.2
N 1.943934 0.831874 -0.993146 -1.8 0.6 -0.1
S -1.257865 1.463463 0.114634 0.5 -0.6 0.3

***

17
Properties=species:S:1:pos:R:3:forces:R:3 method="wB97M-V/def2-TZVPD" gap_ev=9.7 smiles="C=NS/C=N/N(C)C" fmax_ev_per_a=0.9 mol_weight_g_mol=131.2 energy_ev=-19596.820
C 2.549540 0.157893 1.212148 0.5 -0.1 0.7
C 2.583767 0.340645 -1.170041 0.7 -0.5 0.1
C -0.181456 -0.923468 -0.048267 -0.4 -0.3 0.0
C -1.932471 1.701816 0.062272 -0.5 -0.2 -0.2
H 3.630558 -0.101195 1.214549 -0.7 0.2 0.0
H 2.427291 1.252585 1.362213 0.1 -0.4 -0.2
H 2.083790 -0.357028 2.072052 0.2 0.2 -0.4
H 2.505351 1.419932 -1.123169 -0.1 0.5 0.1
H 3.660164 0.080690 -1.180449 -0.6 0.0 0.0
H 2.121215 -0.011323 -2.084157 0.0 -0.1 -0.2
H 0.215983 -1.950644 -0.092072 -0.1 0.2 0.0
H -2.539525 2.626839 0.072331 0.4 -0.5 0.1
H -0.838787 1.757853 0.035187 -0.4 0.0 0.1
N 1.962275 -0.318802 -0.027491 0.2 0.0 -0.1
N 0.582204 0.082331 -0.014368 -0.1 0.2 0.0
N -2.604151 0.613073 0.034777 0.7 0.3 0.0
S -1.935289 -0.938452 -0.035224 0.0 0.3 0.0

***

17
Properties=species:S:1:pos:R:3:forces:R:3 method="wB97M-V/def2-TZVPD" gap_ev=11.3 charge=+1 fmax_ev_per_a=5.1 mol_weight_g_mol=113.1 energy_ev=-10245.443
C 2.570387 -0.400552 -0.661560 0.2 -0.3 -1.0
C -0.411608 -0.200041 0.748951 3.5 1.1 -0.1
C 2.174572 1.799226 0.352330 3.7 3.6 0.3
C 2.102616 0.403370 0.485765 1.0 -4.3 0.7
N 2.613437 -1.028073 -1.626657 0.4 0.3 0.6
N 0.737431 -0.012664 0.536340 -3.1 -1.1 1.5
N -1.638983 -0.300854 0.877943 -3.6 -0.7 1.8
N -3.064361 -1.303785 -1.004050 -3.2 3.0 0.2
H 3.216248 2.180465 0.671318 -1.7 -0.5 0.0
H 1.401776 2.202138 0.930491 -0.8 1.2 0.8
H 2.166728 2.091177 -0.647113 -0.8 0.7 -1.7
H 2.701675 0.106193 1.394121 -1.2 -0.3 -0.6
H -3.883105 -1.726331 -0.547200 0.6 -0.5 -0.3
H -2.154690 -0.514828 1.798349 1.9 0.6 -1.6
H -2.533622 -0.579029 -0.054660 1.2 -0.8 -1.1
H -2.486947 -1.942459 -1.457408 1.4 -1.7 -0.4
H -3.511550 -0.773955 -1.796954 0.7 -0.2 1.0

***

17
Properties=species:S:1:pos:R:3:forces:R:3 method="wB97M-V/def2-TZVPD" gap_ev="8.4 / 8.4" charge=+1 fmax_ev_per_a=4.9 mol_weight_g_mol=113.1 energy_ev=-10243.449
C -0.284413 -1.547339 0.063663 -3.9 -0.1 -1.6
C -1.621747 -1.569251 -0.170638 2.0 0.4 1.4
C -0.502402 1.892091 -0.357267 -0.9 0.3 1.0
C -2.908575 -1.402380 -0.083410 0.3 -0.2 -0.5
N 0.412436 -0.333684 -0.019676 2.9 0.9 0.3
N -0.006421 0.863811 -0.048488 -0.4 -1.4 -0.4
N -1.059436 2.964505 0.173213 0.2 -1.0 -3.4
N 3.176630 -0.414503 -0.031194 -2.7 -4.0 0.2
H 0.284053 -2.466329 -0.031688 0.3 0.4 0.3
H -3.525865 -1.345056 -0.960405 -0.1 0.0 -0.4
H -3.440490 -1.371208 0.851630 0.1 0.0 0.4
H 1.508825 -0.332920 -0.022619 -0.7 -0.3 0.0
H -1.374518 3.650156 -0.489702 -0.1 0.4 0.4
H -0.926459 3.152012 1.107141 0.1 0.7 2.4
H 3.615826 0.190929 -0.652038 1.4 0.7 -1.0
H 3.194607 -1.461576 -0.230704 0.4 2.1 -0.8
H 3.457942 -0.469264 0.902183 1.1 1.1 1.6